[1]
C36H41BCrN16OP | ωB97M-V/def2-TZVPD

Values from the calculation:
LUMO energy (spin up / spin down) (eV): -7.140 / -6.573
Frontier orbital gap (spin up / spin down) (Ha): 0.2272 / 0.2481
Relative energy (zero: lowest compared OMol25 entry of this formula, charge and spin) (kcal/mol): 19.8
HOMO energy (spin up / spin down) (eV): -13.322 / -13.323
E (hartree): -3758.128601
Maximum force (eV Å⁻¹): 1.1
Total charge: +2
2S+1: 2

Positions of all 97 atoms, in Å:
Cr1 -0.497 0.101 -0.227
C1 -4.454 1.393 0.278
C2 -3.135 1.643 -0.037
N1 -2.449 0.485 -0.085
N2 -3.333 -0.512 0.195
C3 -4.535 0.009 0.417
B1 -2.829 -1.979 0.077
N3 -2.063 -2.090 -1.275
C4 -2.294 -2.970 -2.252
C5 -1.481 -2.661 -3.330
C6 -0.764 -1.551 -2.920
N4 -1.101 -1.212 -1.663
N5 -1.793 -2.159 1.208
C7 -1.851 -2.705 2.432
C8 -0.597 -2.618 3.009
C9 0.186 -1.979 2.053
N6 -0.532 -1.700 0.958
N7 -3.951 -2.964 0.082
C10 -4.065 -4.207 0.639
C11 -5.245 -4.745 0.218
C12 -5.802 -3.756 -0.623
N8 -5.027 -2.693 -0.716
H1 -5.253 2.107 0.382
H2 -2.641 2.576 -0.252
H3 -5.382 -0.620 0.638
H4 -3.030 -3.750 -2.136
H5 -1.426 -3.166 -4.280
H6 -0.039 -0.988 -3.477
H7 -2.771 -3.115 2.819
H8 -0.292 -2.983 3.975
H9 1.241 -1.749 2.087
H10 -3.295 -4.633 1.262
H11 -5.654 -5.709 0.469
H12 -6.734 -3.787 -1.170
C13 2.728 0.894 1.660
C14 2.628 -0.056 0.521
N9 1.551 -0.401 -0.194
C15 1.987 -1.346 -1.127
C16 3.308 -1.542 -0.977
N10 3.702 -0.726 0.062
C17 5.029 -0.791 0.693
N11 4.999 -1.487 1.942
N12 5.117 -0.770 3.103
N13 4.920 -1.541 4.095
C18 4.644 -2.814 3.613
C19 4.354 -3.993 4.306
C20 4.091 -5.112 3.552
C21 4.113 -5.070 2.141
C22 4.407 -3.916 1.449
C23 4.679 -2.784 2.226
H13 1.794 0.932 2.210
H14 2.973 1.893 1.295
H15 3.512 0.594 2.352
H16 1.318 -1.844 -1.800
H17 4.000 -2.170 -1.511
H18 5.407 0.207 0.894
H19 5.690 -1.292 -0.010
H20 4.350 -4.012 5.387
H21 3.872 -6.050 4.044
H22 3.900 -5.975 1.588
H23 4.425 -3.902 0.367
C24 1.583 4.829 1.120
N14 0.760 3.704 1.596
C25 0.250 3.708 2.846
C26 -0.513 2.702 3.315
C27 -0.794 1.618 2.440
N15 -0.278 1.584 1.193
C28 0.525 2.635 0.734
O1 1.041 2.587 -0.361
N16 -1.581 0.637 2.855
H24 2.200 5.188 1.940
H25 0.948 5.636 0.759
H26 2.210 4.483 0.307
H27 0.496 4.571 3.452
H28 -0.912 2.724 4.318
H29 -1.972 0.665 3.781
H30 -1.847 -0.120 2.247
C29 0.744 1.453 -3.219
P1 -0.846 2.121 -2.576
C30 -2.139 1.313 -3.595
C31 -0.756 3.798 -3.258
C32 -0.608 4.883 -2.398
C33 -0.459 6.168 -2.906
C34 -0.457 6.371 -4.278
C35 -0.611 5.294 -5.143
C36 -0.765 4.013 -4.637
H31 0.738 1.366 -4.308
H32 0.981 0.490 -2.775
H33 1.532 2.145 -2.922
H34 -1.790 1.069 -4.601
H35 -2.989 1.991 -3.678
H36 -2.479 0.399 -3.113
H37 -0.620 4.718 -1.325
H38 -0.351 7.010 -2.235
H39 -0.344 7.371 -4.676
H40 -0.609 5.454 -6.213
H41 -0.898 3.183 -5.322

Löwdin atomic charge list, values in e, 4 entries:
1. Cr 0.8644
2. C 0.0023
3. C -0.1195
4. N -0.0946

[2]
C36H41BrN8O3STa | ωB97M-V/def2-TZVPD

Values from the calculation:
LUMO energy (eV): -9.310
Frontier orbital gap (Ha): 0.2379
Relative energy (zero: lowest compared OMol25 entry of this formula, charge and spin) (kcal/mol): 20.4
HOMO energy (eV): -15.785
E (hartree): -5088.615010
Maximum force (eV Å⁻¹): 1.6
Total charge: +3

Positions of all 91 atoms, in Å:
Ta1 0.058 -0.344 0.451
C1 6.979 -0.177 2.297
C2 5.580 -0.560 1.910
C3 5.327 -1.688 1.131
C4 4.041 -2.013 0.744
C5 2.962 -1.225 1.128
N1 1.666 -1.428 0.597
C6 1.357 -2.442 -0.357
C7 2.061 -2.577 -1.569
C8 1.704 -3.547 -2.468
C9 0.612 -4.407 -2.237
C10 0.232 -5.451 -3.242
C11 -0.103 -4.261 -1.059
C12 0.270 -3.302 -0.125
N2 -0.431 -3.261 1.111
C13 -0.814 -4.271 1.917
C14 -1.362 -3.713 3.050
C15 -1.267 -2.335 2.860
N3 -0.701 -2.067 1.684
C16 3.195 -0.182 2.020
C17 4.489 0.172 2.366
N4 2.108 0.447 2.725
C18 2.208 1.046 3.919
C19 0.940 1.262 4.421
C20 0.099 0.747 3.461
N5 0.795 0.242 2.420
H1 7.688 -0.446 1.517
H2 7.277 -0.702 3.207
H3 7.061 0.892 2.485
H4 6.150 -2.311 0.808
H5 3.879 -2.883 0.124
H6 2.885 -1.911 -1.775
H7 2.267 -3.651 -3.386
H8 0.842 -5.385 -4.139
H9 -0.816 -5.349 -3.528
H10 0.359 -6.448 -2.817
H11 -0.957 -4.896 -0.858
H12 -0.647 -5.298 1.634
H13 -1.761 -4.232 3.904
H14 -1.572 -1.543 3.521
H15 4.670 1.028 3.002
H16 3.166 1.235 4.370
H17 0.680 1.708 5.365
H18 -0.977 0.679 3.486
C21 -2.815 3.715 1.503
C22 -2.869 3.035 0.135
C23 -4.178 2.283 -0.047
C24 -2.715 4.070 -0.974
N6 -1.701 2.107 -0.057
N7 -1.465 1.219 1.067
H19 -3.566 4.502 1.561
H20 -1.843 4.187 1.679
H21 -3.032 3.026 2.324
H22 -5.009 2.985 0.022
H23 -4.341 1.536 0.729
H24 -4.221 1.803 -1.026
H25 -3.543 4.776 -0.935
H26 -2.732 3.594 -1.956
H27 -1.792 4.646 -0.866
H28 -0.868 2.691 -0.075
H29 -2.348 0.724 1.271
H30 -1.247 1.779 1.888
Br1 -2.320 -1.204 -0.831
C25 -3.651 -1.641 0.491
C26 -4.521 -2.660 0.151
C27 -5.527 -2.922 1.072
C28 -5.592 -2.173 2.239
C29 -4.656 -1.178 2.452
N8 -3.677 -0.906 1.573
H31 -4.436 -3.201 -0.780
H32 -6.253 -3.699 0.874
H33 -6.365 -2.352 2.973
H34 -4.690 -0.562 3.342
C30 0.847 5.061 -5.809
C31 0.967 4.032 -4.729
C32 -0.098 3.773 -3.857
C33 0.019 2.844 -2.850
C34 1.231 2.162 -2.699
C35 2.311 2.388 -3.564
C36 2.159 3.321 -4.566
S1 1.434 0.990 -1.487
O1 1.025 1.456 -0.070
O2 2.740 0.440 -1.548
O3 0.282 -0.082 -1.561
H35 -0.191 5.289 -6.039
H36 1.348 4.732 -6.718
H37 1.331 5.986 -5.487
H38 -1.031 4.306 -3.989
H39 -0.824 2.613 -2.217
H40 3.241 1.854 -3.441
H41 2.984 3.506 -5.241

Löwdin atomic charge list, values in e, 4 entries:
1. Ta 1.7440
2. C -0.0164
3. C -0.2265
4. C 0.0136

[3]
C36H41KN9S3 | ωB97M-V/def2-TZVPD

Values from the calculation:
LUMO energy (eV): 2.242
Frontier orbital gap (Ha): 0.2145
Relative energy (zero: lowest compared OMol25 entry of this formula, charge and spin) (kcal/mol): 37.4
HOMO energy (eV): -3.597
E (hartree): -3683.838245
Maximum force (eV Å⁻¹): 1.9
Total charge: -1

Positions of all 90 atoms, in Å:
K1 0.196 -0.083 0.433
C1 -5.554 -1.195 3.196
C2 -4.969 0.214 3.329
N1 -3.551 0.212 3.598
C3 -2.669 -0.193 2.602
S1 -1.215 -0.850 3.139
N2 -3.140 -0.110 1.387
N3 -2.414 0.009 0.294
C4 -2.935 -0.363 -0.840
C5 -4.254 -1.097 -0.924
C6 -2.226 -0.032 -2.044
C7 -2.774 -0.272 -3.324
C8 -2.065 0.096 -4.444
C9 -0.812 0.683 -4.288
C10 -0.345 0.868 -2.994
N4 -1.019 0.548 -1.912
H1 -6.602 -1.142 2.906
H2 -5.471 -1.747 4.132
H3 -5.000 -1.733 2.430
H4 -5.470 0.761 4.136
H5 -5.122 0.746 2.386
H6 -3.296 -0.175 4.498
H7 -4.558 -1.362 0.086
H8 -4.156 -2.004 -1.516
H9 -5.036 -0.476 -1.366
H10 -3.747 -0.729 -3.431
H11 -2.481 -0.062 -5.432
H12 -0.223 0.981 -5.142
H13 0.622 1.320 -2.814
C11 5.715 4.391 1.153
C12 5.130 3.894 -0.178
C13 3.763 4.561 -0.361
C14 6.006 4.310 -1.367
C15 5.063 2.372 -0.123
C16 6.242 1.654 0.121
C17 6.256 0.277 0.213
C18 5.066 -0.402 0.045
S2 4.761 -2.104 0.114
C19 3.020 -1.760 -0.232
N5 2.777 -0.504 -0.373
C20 3.865 0.289 -0.221
C21 3.878 1.679 -0.298
C22 2.070 -2.823 -0.299
C23 2.494 -4.143 -0.074
C24 1.583 -5.170 -0.077
C25 0.246 -4.880 -0.330
C26 -0.146 -3.581 -0.584
C27 0.720 -2.475 -0.569
H14 5.631 5.474 1.235
H15 6.762 4.120 1.257
H16 5.171 3.930 1.974
H17 3.891 5.643 -0.409
H18 3.096 4.336 0.466
H19 3.273 4.244 -1.277
H20 6.049 5.395 -1.452
H21 5.582 3.908 -2.285
H22 7.019 3.931 -1.270
H23 7.180 2.177 0.240
H24 7.171 -0.260 0.413
H25 2.941 2.176 -0.485
H26 3.542 -4.347 0.117
H27 1.897 -6.189 0.118
H28 -0.480 -5.686 -0.312
H29 -1.194 -3.399 -0.796
C28 -3.881 2.919 -0.013
N6 -2.526 3.408 0.040
C29 -1.734 3.540 -1.038
N7 -2.284 3.360 -2.271
S3 -0.197 4.126 -0.887
H30 -4.309 3.001 0.982
H31 -3.923 1.872 -0.327
H32 -4.463 3.539 -0.700
H33 -2.034 3.308 0.914
H34 -3.024 2.677 -2.355
H35 -1.600 3.324 -3.012
N8 2.550 3.408 2.889
C30 1.516 3.011 2.092
N9 1.451 1.731 1.933
C31 2.498 1.212 2.649
C32 2.912 -0.102 2.817
C33 4.053 -0.325 3.557
C34 4.757 0.722 4.155
C35 4.349 2.035 4.028
C36 3.218 2.266 3.259
H36 2.794 4.355 3.132
H37 0.856 3.714 1.619
H38 2.354 -0.908 2.369
H39 4.416 -1.335 3.684
H40 5.643 0.485 4.726
H41 4.895 2.837 4.507

Löwdin atomic charge list, values in e, 4 entries:
1. K 0.5363
2. C -0.0955
3. C -0.2878
4. N -0.0658